[1]
C5H11NO2 | the ωB97M-V functional and the def2-TZVPD basis

Output
SMILES = C[C@@H](CC[O-])NC[O-]
Energy relative to the best compared isomer or geometry (same formula, charge and spin) = 47.7 kJ/mol
Charge = -2
M = 117.1 g mol⁻¹
Strongest force on any atom = 1.0 eV Å⁻¹
HOMO level = 0.020 hartree

Geometry as XYZ:
```
19
Properties=species:S:1:pos:R:3:forces:R:3
C -0.9323 -1.7503 -0.0794 -0.337 0.820 -0.441
C -0.0487 -0.4832 -0.2172 -0.161 -0.740 0.646
C -0.5807 0.5999 0.7478 0.261 0.288 0.267
C -1.5649 1.6140 0.1055 -0.298 0.135 0.307
O -2.8522 1.1881 0.0544 0.138 0.028 -0.211
N 1.3546 -0.8626 -0.0672 -0.098 -0.126 -0.456
C 2.3642 0.1195 -0.5762 -0.107 0.198 0.320
O 3.6200 -0.2149 -0.2801 0.080 -0.054 -0.159
H -0.5244 -2.6041 -0.6202 0.263 -0.095 0.206
H -1.1148 -1.9398 0.9791 0.187 -0.414 0.032
H -1.9069 -1.5180 -0.5146 -0.162 0.051 0.141
H -0.1918 -0.1170 -1.2364 0.212 0.112 -0.098
H 0.2534 1.0879 1.2671 0.345 0.338 -0.592
H -1.0814 0.1521 1.6088 -0.497 -0.333 -0.108
H -1.1122 1.8724 -0.8879 -0.025 -0.106 -0.143
H -1.4503 2.5956 0.6583 0.041 -0.119 0.194
H 1.5917 -1.0635 0.8942 0.004 0.079 0.250
H 2.0861 0.1856 -1.6649 0.233 -0.039 -0.118
H 2.0906 1.1382 -0.1712 -0.078 -0.022 -0.036
```
Forces are in eV/Å.

---

[2]
C5H11NO2 | the ωB97M-V functional and the def2-TZVPD basis

Output
SMILES = CN[C@H](CO)CC=O
Energy relative to the best compared isomer or geometry (same formula, charge and spin) = 207.5 kJ/mol
M = 117.1 g mol⁻¹
Strongest force on any atom = 1.9 eV Å⁻¹
HOMO level = -0.322 hartree

Geometry as XYZ:
```
19
Properties=species:S:1:pos:R:3:forces:R:3
C -1.7099 -1.4428 0.1852 0.149 -1.729 -0.513
N -0.2865 -1.4456 0.4966 0.003 0.164 0.227
C 0.4877 -0.2278 0.3040 -0.126 -0.035 -0.156
C 0.2427 0.4770 -1.0413 -0.650 -0.291 0.817
C 1.4366 0.6680 -1.8901 1.118 1.463 -0.337
O 2.5931 0.6578 -1.5228 -0.544 -0.554 0.195
C 0.2089 0.6789 1.5399 -0.184 0.452 -0.051
O -0.0479 2.0588 1.2593 0.003 -0.310 -0.029
H -2.0757 -2.3938 0.5935 -0.342 0.454 0.507
H -1.9559 -1.6273 -0.8738 0.200 0.752 -0.174
H -2.2818 -0.5998 0.5548 0.177 0.116 0.217
H 0.1472 -2.2635 0.1002 0.141 0.045 -0.078
H 1.5480 -0.4946 0.2891 -0.118 -0.119 0.285
H -0.1277 1.4825 -0.7854 -0.041 -0.051 -0.553
H -0.5494 -0.0356 -1.5927 0.048 0.191 -0.124
H 1.2577 1.0800 -2.9041 -0.313 -0.443 -0.128
H 1.0386 0.5964 2.2432 -0.001 -0.087 0.052
H -0.6997 0.3674 2.0532 0.105 -0.322 -0.116
H 0.7739 2.4639 0.9910 0.375 0.304 -0.041
```
Forces are in eV/Å.

---

[3]
C5H11NO2 | the ωB97M-V functional and the def2-TZVPD basis

Output
SMILES = NC(=O)CCCCO
Energy relative to the best compared isomer or geometry (same formula, charge and spin) = 63.8 kJ/mol
M = 117.1 g mol⁻¹
Strongest force on any atom = 1.0 eV Å⁻¹
HOMO level = -0.357 hartree

Geometry as XYZ:
```
19
Properties=species:S:1:pos:R:3:forces:R:3
C 2.1478 0.7668 -1.3815 -0.239 0.446 0.685
O 3.0974 1.0837 -0.3604 0.188 -0.115 -0.062
C 0.7419 0.7545 -0.7785 -0.067 -0.698 -0.725
C 0.6419 -0.1162 0.4976 0.100 0.531 -0.669
C -0.4474 -1.1832 0.4073 0.069 0.035 -0.058
C -1.8357 -0.5775 0.4713 -0.199 0.045 0.248
N -2.7614 -1.2651 1.2142 -0.313 -0.213 0.476
O -2.1338 0.4751 -0.0535 0.163 0.074 0.042
H 2.1897 1.5369 -2.1550 0.038 -0.191 -0.252
H 2.3485 -0.2205 -1.8007 0.177 -0.038 -0.119
H 3.9801 0.8421 -0.6652 -0.190 0.106 0.031
H 0.3013 1.7457 -0.7611 0.116 0.132 0.610
H 0.1481 0.2465 -1.5416 -0.177 0.072 -0.117
H 0.5000 0.4892 1.3845 0.014 0.159 0.188
H 1.6208 -0.5794 0.5767 0.007 -0.322 0.353
H -0.3270 -1.7009 -0.5489 -0.118 -0.171 0.096
H -0.3461 -1.9007 1.2236 0.082 -0.108 -0.130
H -2.6016 -2.1500 1.6659 0.488 0.133 -0.128
H -3.5155 -0.7415 1.6284 -0.140 0.124 -0.468
```
Forces are in eV/Å.

---

[4]
C5H11NO2 | the ωB97M-V functional and the def2-TZVPD basis

Output
SMILES = C=C(C)N(C)C=O.O
Energy relative to the best compared isomer or geometry (same formula, charge and spin) = 131.9 kJ/mol
M = 117.1 g mol⁻¹
Strongest force on any atom = 2.8 eV Å⁻¹
HOMO level = -0.339 hartree

Geometry as XYZ:
```
19
Properties=species:S:1:pos:R:3:forces:R:3
C 1.1605 0.0826 -0.9822 0.074 0.830 -0.222
C 0.7017 -1.7045 0.5648 0.214 -0.080 0.213
C -1.8417 0.2530 -1.2235 -0.120 -0.087 -0.063
N 0.2600 -0.5815 -0.2392 -0.097 -0.324 0.013
C -1.0477 -0.0730 0.0021 -0.144 0.751 -0.098
C -1.4833 0.1298 1.2392 0.070 -0.331 -0.167
O 1.9274 1.7272 0.9847 -1.430 0.585 -1.599
O 0.9908 1.1941 -1.4895 -0.044 -0.910 -0.021
H 1.3969 1.9682 0.1224 1.706 -0.475 2.231
H 2.8330 2.0170 0.8442 -0.087 0.139 -0.188
H 2.1306 -0.4373 -1.0298 -0.123 -0.029 -0.196
H 1.0865 -1.3671 1.5302 -0.017 -0.031 0.004
H 1.5011 -2.2284 0.0422 -0.044 -0.055 0.031
H -0.1376 -2.3774 0.7355 0.097 -0.013 -0.079
H -1.8685 -0.6045 -1.8973 -0.013 -0.023 -0.045
H -2.8600 0.5176 -0.9501 -0.044 0.011 0.012
H -1.3918 1.0853 -1.7633 0.013 -0.043 0.029
H -0.8592 -0.0434 2.0988 0.103 -0.055 0.142
H -2.4989 0.4422 1.4108 -0.115 0.140 0.002
```
Forces are in eV/Å.

---

[5]
C5H11NO2 | the ωB97M-V functional and the def2-TZVPD basis

Output
SMILES = CCO/C(C)=N/OC
Energy relative to the best compared isomer or geometry (same formula, charge and spin) = 375.7 kJ/mol
M = 117.1 g mol⁻¹
Strongest force on any atom = 2.9 eV Å⁻¹
HOMO level = -0.332 hartree

Geometry as XYZ:
```
19
Properties=species:S:1:pos:R:3:forces:R:3
N 1.0318 0.0435 0.4221 0.141 0.603 0.500
O 2.2723 0.8048 0.4490 -0.689 -1.257 1.299
O -0.8906 -0.5458 -0.7370 0.704 2.078 1.832
C 0.3184 0.1518 -0.6268 0.385 -0.942 -1.645
C 3.0073 0.3766 1.6814 -0.867 0.077 -0.195
C 0.6993 0.7346 -1.9849 -0.560 0.979 0.522
C -3.0501 -0.9102 -0.0516 -1.562 -0.943 -0.580
C -1.7702 -0.4441 0.4611 1.351 -2.265 -0.884
H 3.7626 1.1392 1.9009 -0.535 0.202 -0.145
H 3.5801 -0.5215 1.4826 -0.147 -0.380 -0.285
H 2.3594 0.1618 2.5972 0.493 0.639 -1.538
H 0.3443 1.7978 -2.0417 0.792 -0.651 0.248
H 0.1489 0.2891 -2.8144 0.007 -0.535 0.387
H 1.7688 0.6217 -2.1533 -0.036 0.399 0.049
H -3.4148 -0.3629 -0.9025 0.348 0.438 -0.678
H -2.9588 -1.9496 -0.3552 -0.540 -0.189 0.181
H -3.8293 -0.6917 0.6638 -0.289 -0.689 0.594
H -2.0179 0.5212 0.8431 1.353 1.067 0.382
H -1.3615 -1.2162 1.1662 -0.349 1.370 -0.046
```
Forces are in eV/Å.

---

[6]
C5H11NO2 | the ωB97M-V functional and the def2-TZVPD basis

Output
SMILES = COC(C)(C)CN=O
Energy relative to the best compared isomer or geometry (same formula, charge and spin) = 369.4 kJ/mol
M = 117.1 g mol⁻¹
Strongest force on any atom = 1.7 eV Å⁻¹
HOMO level = -0.324 hartree

Geometry as XYZ:
```
19
Properties=species:S:1:pos:R:3:forces:R:3
C -0.1252 -2.1300 0.3742 0.103 -0.557 -0.323
O -0.8302 -0.9496 0.0864 0.524 1.514 -0.641
N 0.1055 0.1932 2.1828 -0.072 0.225 0.290
O -0.7802 0.8575 2.6474 0.929 -0.013 -0.823
H -0.8637 -2.9059 0.6387 0.163 0.452 -0.139
H 0.5594 -2.0437 1.2080 0.169 0.222 0.378
H 0.4510 -2.5111 -0.4765 -0.078 0.088 -0.144
C 0.7889 0.1447 -1.5161 -0.077 0.399 0.216
C -1.2112 1.3084 -0.5092 0.137 -0.177 0.402
C -0.0782 0.3196 -0.2722 -0.618 -1.452 0.277
C 0.8033 0.7238 0.9202 -1.129 -0.227 0.723
H 1.5687 -0.5949 -1.3536 0.067 -0.095 -0.013
H 1.2819 1.1103 -1.7574 -0.312 -0.538 0.076
H 0.1624 -0.1671 -2.3481 0.029 0.027 -0.146
H -1.9011 0.8911 -1.2340 -0.048 -0.018 -0.186
H -1.7590 1.4732 0.4195 0.018 0.016 -0.048
H -0.8289 2.2659 -0.8624 0.043 -0.014 -0.045
H 1.7614 0.2041 0.8939 -0.003 0.193 0.065
H 0.8954 1.8103 0.9585 0.155 -0.044 0.080
```
Forces are in eV/Å.

---

[7]
C5H11NO2 | the ωB97M-V functional and the def2-TZVPD basis

Output
SMILES = CNC(=O)CCCO
Energy relative to the best compared isomer or geometry (same formula, charge and spin) = 153.7 kJ/mol
M = 117.1 g mol⁻¹
Strongest force on any atom = 3.0 eV Å⁻¹
HOMO level = -0.354 hartree

Geometry as XYZ:
```
19
Properties=species:S:1:pos:R:3:forces:R:3
C 0.4426 -0.7515 0.4618 1.001 -2.064 0.020
C 0.5564 -0.3923 -1.0194 -0.700 2.024 -0.187
C 1.8201 0.4226 -1.2948 0.956 0.397 -2.765
O 2.9885 -0.0965 -0.7346 0.695 0.088 1.280
C -0.1823 0.3882 1.2576 -0.244 0.692 0.136
N -1.5523 0.4202 1.4674 -0.763 -0.643 -1.090
C -2.5420 -0.1523 0.5398 -1.196 -1.107 1.084
O 0.4545 1.3445 1.6588 0.740 -0.349 0.040
H 1.4861 -1.1182 0.7631 -1.297 1.329 0.222
H -0.0600 -1.7257 0.5448 -0.675 0.555 0.136
H -0.2313 0.3450 -1.2460 -0.128 -0.296 -0.047
H 0.3579 -1.1942 -1.7297 0.538 -0.325 0.332
H 1.7122 1.5275 -1.2870 -0.171 -0.467 1.396
H 2.1526 0.4004 -2.3546 -1.043 -0.611 -0.045
H 3.1318 0.2461 0.1570 -0.153 -0.018 -0.095
H -1.8997 1.3015 1.8137 0.684 0.121 0.232
H -2.2625 -0.1140 -0.5079 0.062 0.011 -0.052
H -2.8397 -1.1894 0.8304 0.750 0.417 -0.405
H -3.5331 0.3381 0.6794 0.943 0.245 -0.193
```
Forces are in eV/Å.

---

[8]
C5H11NO2 | the ωB97M-V functional and the def2-TZVPD basis

Output
SMILES = CC(C)CNC(=O)O
Energy relative to the best compared isomer or geometry (same formula, charge and spin) = 292.5 kJ/mol
M = 117.1 g mol⁻¹
Strongest force on any atom = 4.7 eV Å⁻¹
HOMO level = -0.365 hartree

Geometry as XYZ:
```
19
Properties=species:S:1:pos:R:3:forces:R:3
C 0.4759 -0.4695 0.6077 -3.316 -2.950 1.637
C -0.7611 -0.1247 1.6185 2.403 -0.420 1.758
C -0.8361 -1.2964 2.6673 -0.149 0.699 1.065
C -2.1224 0.0933 0.9567 -2.148 1.995 -1.639
N 0.3603 0.5609 -0.3476 2.166 0.761 1.353
C 0.9385 0.2923 -1.5864 0.440 2.031 -2.663
O 1.1954 1.5448 -2.0702 -2.339 0.170 3.984
O 1.0501 -0.6823 -2.3062 -0.318 0.482 2.344
H 1.4790 -0.4521 1.1042 -0.940 -0.329 -0.014
H 0.2101 -1.5531 0.2529 0.859 2.105 0.017
H -0.2957 0.8685 2.1227 -1.801 -1.861 -0.822
H -1.8909 -1.6577 2.6526 0.773 0.203 0.421
H -0.5500 -0.9686 3.7750 -0.478 -0.940 -2.461
H -0.2309 -2.1462 2.2733 -0.178 0.557 0.809
H -3.0065 0.5580 1.5418 1.991 -0.527 0.023
H -2.7718 -0.6326 0.3572 1.865 -0.352 1.001
H -1.9436 0.8407 0.1601 -0.199 -0.049 0.338
H 0.6855 1.4011 0.3512 -0.830 -1.663 -3.792
H 1.6601 1.9450 -2.7286 2.197 0.091 -3.359
```
Forces are in eV/Å.

---

[9]
C5H11NO2 | the ωB97M-V functional and the def2-TZVPD basis

Output
SMILES = NC(=O)CCCCO
Energy relative to the best compared isomer or geometry (same formula, charge and spin) = 69.0 kJ/mol
M = 117.1 g mol⁻¹
Strongest force on any atom = 1.9 eV Å⁻¹
HOMO level = -0.363 hartree

Geometry as XYZ:
```
19
Properties=species:S:1:pos:R:3:forces:R:3
C -2.1760 -0.8207 1.2675 -0.799 -0.220 -0.573
O -3.1988 -0.6027 0.2611 0.361 -0.780 -0.560
C -0.9916 0.0736 0.9737 0.095 0.350 -0.183
C -0.3399 -0.1755 -0.4067 -0.431 0.027 0.320
C 1.1976 -0.3000 -0.3753 -1.225 0.838 -1.221
C 1.8224 1.0839 -0.5227 0.781 -0.200 0.182
N 3.0268 1.0815 -1.1714 0.655 0.571 -0.224
O 1.3564 2.1062 -0.0704 -0.256 -0.101 0.077
H -2.7328 -0.5526 2.1678 0.600 0.015 0.256
H -1.9070 -1.8816 1.3253 -0.025 0.028 -0.044
H -3.0557 -1.1966 -0.5041 -0.005 0.555 0.730
H -1.4178 1.0744 1.0614 0.484 0.197 -0.184
H -0.1746 -0.0113 1.6921 -0.362 -0.055 0.451
H -0.6289 0.5955 -1.1225 0.144 0.179 0.155
H -0.7655 -1.0736 -0.8545 0.113 -0.376 0.155
H 1.5596 -0.7859 0.5216 0.164 -0.192 0.085
H 1.4298 -0.8620 -1.2817 0.550 -0.264 0.268
H 3.4178 0.3246 -1.6866 -0.289 -0.704 0.032
H 3.5781 1.9231 -1.2744 -0.554 0.131 0.277
```
Forces are in eV/Å.

---

[10]
C5H11NO2 | the ωB97M-V functional and the def2-TZVPD basis

Output
SMILES = N/C=C/CCC=O.O
Energy relative to the best compared isomer or geometry (same formula, charge and spin) = 303.4 kJ/mol
M = 117.1 g mol⁻¹
Strongest force on any atom = 4.4 eV Å⁻¹
HOMO level = -0.323 hartree

Geometry as XYZ:
```
19
Properties=species:S:1:pos:R:3:forces:R:3
O 2.7653 -1.1964 1.2114 -1.479 0.399 0.273
C 1.5953 -1.1996 0.8410 3.832 -1.199 -0.814
C 0.5025 -0.4144 1.3908 -3.145 -1.684 0.303
C -0.8454 -1.0014 0.8168 -0.033 -1.515 0.530
C -1.0462 -0.7987 -0.6769 0.084 1.616 0.147
C -1.7572 -1.4707 -1.5937 -0.364 -2.200 1.377
N -2.0926 -1.1363 -2.9314 4.020 -0.136 -1.844
H 1.4666 -1.8559 -0.0619 -0.932 0.421 0.432
H 0.5882 0.5985 1.1339 0.354 1.587 -0.227
H 0.3293 -0.5360 2.4729 0.919 0.267 -0.259
H -1.6933 -0.5393 1.3776 0.561 -0.424 -0.369
H -0.7709 -2.1052 1.1079 -0.615 1.252 -0.455
H -0.6494 0.2263 -0.8526 -0.303 -0.629 -0.871
H -2.1846 -2.4638 -1.2941 0.379 0.918 -0.108
H -1.7180 -1.9377 -3.6358 -1.407 2.045 2.302
H -1.3171 -0.4087 -3.0964 -1.862 -0.715 -0.416
H 1.4615 5.5171 1.4811 1.207 0.489 -0.555
H 3.0245 5.5967 0.9578 1.009 1.990 -1.067
O 2.3415 5.1253 1.3515 -2.226 -2.481 1.620
```
Forces are in eV/Å.